Molecular formula: C14H18N6O5S2W
Method: DFT, ωB97M-V/def2-TZVPD

Results
**Total charge**: +2
**DFT total energy**: -57471.5075 eV
**Frontier orbital gap (alpha / beta)**: 7.03 / 8.28 eV
**Energy relative to the best compared isomer or geometry (same formula, charge and spin)**: 0.67 kcal/mol
**Multiplicity**: 3
**<S²>**: 2.02

Structure (XYZ):
```
46
Properties=species:S:1:pos:R:3:mulliken_charge:R:1
W 1.477 -0.698 -1.738 1.535
N 1.065 0.316 0.175 -0.656
C 0.593 -0.722 1.144 -0.023
C 0.752 -0.358 2.619 -1.005
C -0.458 0.337 3.247 -0.040
C -0.324 0.372 4.770 -1.219
N -1.534 0.836 5.451 -0.102
C -1.809 2.081 5.827 0.811
N -0.948 3.073 5.607 -0.319
N -2.975 2.351 6.411 -0.380
C 1.306 -2.043 0.806 0.382
O 1.509 -2.891 1.613 -0.529
O 1.622 -2.158 -0.501 -0.615
H 1.934 0.727 0.516 0.382
H 0.399 1.080 0.093 0.310
H -0.461 -0.905 0.909 0.368
H 1.654 0.249 2.742 0.398
H 0.942 -1.295 3.145 0.481
H -1.366 -0.217 2.995 0.309
H -0.584 1.354 2.864 0.282
H 0.529 0.976 5.084 0.341
H -0.121 -0.631 5.144 0.387
H -2.195 0.126 5.726 0.255
H -0.008 2.895 5.303 0.179
H -1.163 4.011 5.904 0.213
H -3.671 1.638 6.552 0.196
H -3.172 3.262 6.791 0.206
S 5.493 1.623 -2.391 -0.234
C 4.166 0.859 -2.172 0.939
N 3.131 0.253 -2.000 -0.633
O -0.053 0.641 -2.529 -0.680
C -0.490 -0.354 -3.188 0.743
N -0.447 -1.542 -2.529 -0.628
S 0.271 -2.574 -3.625 1.234
O 1.692 -2.189 -3.323 -0.635
O -0.063 -3.942 -3.579 -0.559
C -0.244 -1.697 -5.065 0.297
C -0.198 -2.064 -6.390 -0.706
C -0.593 -1.099 -7.314 -0.481
C -0.983 0.176 -6.909 -0.552
C -0.999 0.536 -5.566 -0.571
C -0.642 -0.430 -4.645 0.536
H 0.128 -3.048 -6.698 0.474
H -0.589 -1.343 -8.367 0.425
H -1.278 0.901 -7.656 0.409
H -1.299 1.526 -5.251 0.477
```